Record 1
16
Properties=species:S:1:pos:R:3 method="wB97M-V/def2-TZVPD" homo_ha=-0.3299 smiles=COB(O)c1ccsc1 lumo_ev=0.592
B -0.738 -0.128 0.028
C 1.666 -1.084 0.753
C 3.013 -0.802 0.533
C 1.514 0.746 -0.606
C 0.816 -0.216 0.052
C -2.725 1.301 -0.189
O -1.665 -1.376 -0.383
O -1.316 1.059 0.097
S 3.250 0.622 -0.500
H 1.453 -1.968 1.401
H 3.791 -1.204 1.249
H 1.138 1.438 -1.376
H -2.984 2.257 0.301
H -3.233 0.362 0.256
H -2.767 1.169 -1.281
H -1.214 -2.176 -0.337



Record 2
13
Properties=species:S:1:pos:R:3 method="wB97M-V/def2-TZVPD" homo_ha=-0.3499 lumo_ev=0.952
C 0.676 1.505 -0.081
C -0.022 0.880 -1.047
C 0.121 0.749 1.078
C -0.594 -0.097 -0.048
C -0.064 -1.551 -0.202
Br -2.566 -0.061 0.080
H 1.552 2.101 -0.236
H 0.192 0.673 -2.049
H 0.985 0.376 1.541
H -0.491 1.129 1.910
H -0.273 -2.208 0.572
H 0.973 -1.630 -0.368
H -0.489 -1.865 -1.150



Values of ΔE to the lowest compared entry with this formula, charge and spin, in order: 38.4 22.3, all in kcal per mole.